# 1
C5H37N2O14 | the ωB97M-V functional and the def2-TZVPD basis

E_HOMO = -11.88 eV
Charge = +1
Multiplicity = 1
ΔE to the lowest compared entry with this formula, charge and spin = 220.0 kJ/mol
Orbital gap = 9.05 eV

The geometry in XYZ format:
```
58
Properties=species:S:1:pos:R:3:nbo_charge:R:1
O 3.512 -0.744 0.829 -0.72
C 2.766 -0.837 -0.355 0.38
C 2.204 0.537 -0.777 -0.42
C 0.957 0.361 -1.738 -0.46
C -0.303 0.865 -1.148 0.23
C -0.637 2.132 -1.411 -0.19
N -1.835 2.796 -0.835 -0.71
N -1.006 0.041 -0.279 -0.86
H 3.470 -1.082 -1.159 0.15
H 1.881 1.109 0.092 0.21
H 2.937 1.045 -1.383 0.24
H 1.152 0.874 -2.670 0.25
H 0.942 -0.689 -1.963 0.24
H -0.133 2.747 -2.134 0.23
H -2.190 3.422 -1.549 0.45
H -2.513 2.079 -0.509 0.45
H -1.499 3.299 -0.010 0.45
H -0.379 -0.663 0.076 0.43
H -1.581 0.461 0.430 0.38
H 2.954 -1.014 1.564 0.47
H -0.352 0.831 3.789 0.51
O -0.088 1.022 2.904 -0.97
H -4.618 0.944 -1.414 0.50
H -3.353 0.220 -1.145 0.49
O -3.814 1.036 -0.892 -0.96
H 0.183 -2.607 2.120 0.49
H 1.920 -2.582 0.227 0.51
O 1.686 -1.720 -0.143 -0.79
H -0.100 -3.446 -3.082 0.49
H 1.014 -3.315 -2.100 0.47
O 0.852 -3.613 -2.999 -0.95
H 4.058 2.857 0.688 0.49
H 2.887 3.910 0.269 0.48
O 3.565 3.298 -0.003 -0.96
H 2.396 -1.377 -3.768 0.46
H 1.083 -1.939 -3.999 0.48
O 1.574 -1.129 -4.197 -0.95
H -0.419 4.498 0.520 0.49
H 0.432 5.332 -0.461 0.48
O -0.463 5.075 -0.260 -0.98
H -1.128 -3.657 0.330 0.50
H -2.498 -4.205 0.790 0.49
O -1.983 -3.414 0.633 -0.98
H -2.124 -1.548 1.660 0.51
H 0.965 -3.801 2.760 0.49
O 0.614 -3.451 1.939 -0.98
H -0.580 2.483 2.367 0.51
H -1.612 3.706 2.383 0.48
O -0.758 3.422 2.058 -1.02
H -2.496 0.303 4.985 0.49
H -1.806 -1.014 5.181 0.48
O -1.843 -0.272 4.566 -0.97
H -1.401 -1.569 2.936 0.49
H -0.400 0.382 2.265 0.50
O -1.338 -1.156 2.066 -0.98
H -2.497 -3.668 -2.537 0.50
H -2.005 -2.439 -1.567 0.50
O -1.791 -3.214 -2.080 -0.99
```

---

# 2
C5H37NO14 | the ωB97M-V functional and the def2-TZVPD basis

E_HOMO = -9.44 eV
Charge = 0
Multiplicity = 1
ΔE to the lowest compared entry with this formula, charge and spin = 786.2 kJ/mol
Orbital gap = 9.57 eV

The geometry in XYZ format:
```
57
Properties=species:S:1:pos:R:3:nbo_charge:R:1
N -1.225 2.100 1.290 -0.89
C -1.326 1.732 -0.204 -0.29
C 2.500 0.175 -2.533 -0.42
C 1.714 -0.266 -1.497 -0.19
C 0.364 0.335 -1.423 -0.32
C 0.047 1.266 -0.526 -0.14
H -0.524 2.882 1.498 0.38
H -2.021 2.246 1.769 0.35
H -1.556 2.619 -0.807 0.21
H -2.108 0.963 -0.275 0.22
H 3.264 -0.358 -3.022 0.21
H 2.176 0.989 -3.111 0.17
H 1.853 -1.074 -0.706 0.25
H -0.337 -0.009 -2.196 0.23
H 0.828 1.405 0.413 0.20
H 1.818 2.064 -1.797 0.50
H 1.646 3.465 -1.616 0.47
O 2.033 2.770 -1.098 -0.97
H -3.297 -3.187 -1.923 0.48
H -2.702 -4.338 -0.883 0.51
O -3.254 -3.553 -1.082 -0.99
H -1.069 -2.527 -3.272 0.47
H -0.710 -2.326 -1.830 0.51
O -1.321 -2.019 -2.561 -0.96
H -3.071 2.182 -3.527 0.48
H -1.912 2.838 -4.032 0.46
O -2.693 3.017 -3.571 -0.93
H 4.103 -0.964 0.880 0.49
H 2.973 -0.503 1.932 0.52
O 3.126 -0.954 0.978 -0.99
H -1.888 -3.066 2.213 0.48
H -0.441 -2.641 2.532 0.48
O -1.158 -2.620 1.956 -0.95
H 0.955 4.665 0.492 0.48
H -0.558 4.369 0.597 0.46
O 0.047 4.961 0.370 -0.94
H 0.232 0.334 2.242 0.51
H 0.164 -0.795 1.217 0.49
O 0.551 -0.561 2.053 -0.99
H -0.127 -3.762 0.340 0.51
H -0.187 -5.067 -0.232 0.45
O -0.678 -4.333 -0.236 -0.97
H -2.042 1.148 3.644 0.46
H -2.435 0.109 4.540 0.46
O -1.858 0.881 4.586 -0.93
H 2.373 3.825 2.154 0.49
H 1.863 2.780 0.957 0.51
O 1.638 3.167 1.862 -1.00
H 2.415 -3.854 1.009 0.49
H 2.011 -2.296 1.106 0.50
O 1.769 -3.137 0.879 -1.00
H 1.672 -1.455 3.320 0.49
H 1.880 -0.551 4.532 0.47
O 2.281 -1.268 4.077 -0.97
H -3.280 -0.916 -3.901 0.46
H -1.885 -0.681 -3.614 0.48
O -2.633 -0.205 -3.963 -0.96
```

---

# 3
C5H37NO15 | the ωB97M-V functional and the def2-TZVPD basis

E_HOMO = -9.92 eV
Charge = 0
Multiplicity = 1
ΔE to the lowest compared entry with this formula, charge and spin = 626.9 kJ/mol
Orbital gap = 9.77 eV

The geometry in XYZ format:
```
58
Properties=species:S:1:pos:R:3:nbo_charge:R:1
C -1.700 1.518 3.695 -0.43
C -0.829 2.705 3.271 -0.63
C -2.244 0.779 2.497 -0.23
N -1.052 -0.142 1.904 -0.63
C -1.399 -0.238 0.441 -0.36
C -0.745 -1.532 0.118 0.80
O 0.479 -1.469 -0.411 -0.73
O -1.303 -2.619 0.237 -0.63
H -2.620 1.977 4.274 0.21
H -1.203 0.820 4.421 0.22
H 0.125 2.765 3.904 0.22
H -1.375 3.693 2.971 0.22
H -0.364 2.538 2.359 0.20
H -3.018 0.105 2.912 0.21
H -2.771 1.402 1.756 0.20
H -0.224 0.358 1.998 0.36
H -2.543 -0.275 0.412 0.25
H -0.976 0.512 -0.327 0.20
H 0.797 -2.344 -0.911 0.55
H -2.361 3.093 -1.899 0.47
H -3.090 1.870 -2.111 0.47
O -3.305 2.776 -1.922 -0.96
H -0.920 2.170 -5.198 0.46
H -1.048 1.500 -4.023 0.48
O -1.325 1.439 -4.923 -0.94
H 2.706 1.140 0.851 0.48
H 2.437 0.037 1.860 0.48
O 2.078 0.791 1.416 -0.96
H -0.852 -1.216 -3.624 0.48
H -0.314 -0.308 -4.832 0.50
O -0.070 -0.972 -4.087 -0.99
H 1.626 0.542 -2.839 0.48
H 0.810 0.520 -1.665 0.48
O 0.958 1.125 -2.386 -0.95
H 2.720 -2.772 1.567 0.50
H 3.313 -4.214 1.209 0.50
O 3.309 -3.224 1.038 -0.97
H 0.778 -2.011 2.966 0.49
H 1.752 -2.251 4.195 0.50
O 1.575 -2.359 3.246 -0.98
H 2.760 1.252 3.720 0.48
H 3.824 0.363 4.303 0.47
O 2.926 0.722 4.511 -0.94
H -0.562 3.447 -1.106 0.47
H -0.900 4.909 -1.241 0.48
O -0.784 4.078 -1.765 -0.93
H 2.963 -3.302 -0.606 0.49
H 3.245 -3.130 -2.058 0.46
O 2.646 -3.399 -1.494 -0.97
H -4.124 -2.816 -0.320 0.47
H -3.028 -2.002 0.322 0.49
O -3.958 -1.897 -0.086 -0.99
H 4.801 1.065 -0.927 0.47
H 5.096 2.664 -0.713 0.48
O 5.335 1.641 -0.466 -0.95
H -3.226 -0.969 -2.280 0.51
H -2.860 -0.248 -3.683 0.48
O -2.623 -0.293 -2.796 -0.99
```

---

# 4
C5H37NO15 | the ωB97M-V functional and the def2-TZVPD basis

E_HOMO = -10.57 eV
Charge = 0
Multiplicity = 1
ΔE to the lowest compared entry with this formula, charge and spin = 377.6 kJ/mol
Orbital gap = 10.44 eV

The geometry in XYZ format:
```
58
Properties=species:S:1:pos:R:3:nbo_charge:R:1
C 4.404 2.026 0.550 -0.06
O 3.958 2.148 -0.810 -0.76
C 3.648 0.846 1.185 -0.43
C 2.201 1.027 1.702 -0.42
C 1.160 0.227 0.950 -0.54
C -0.228 0.741 1.019 0.72
N -1.189 -0.195 1.167 -0.81
O -0.516 1.942 0.942 -0.75
H 5.464 1.794 0.578 0.18
H 4.042 2.936 1.026 0.18
H 4.645 2.225 -1.470 0.49
H 3.578 0.146 0.349 0.21
H 4.266 0.296 1.894 0.22
H 1.918 2.040 2.000 0.24
H 2.194 0.661 2.744 0.21
H 1.493 0.058 -0.099 0.28
H 1.200 -0.814 1.293 0.22
H -0.837 -1.142 1.249 0.42
H -2.134 0.027 1.441 0.43
H -0.302 0.378 5.197 0.49
H 0.445 -0.831 4.743 0.46
O -0.283 -0.581 5.322 -0.95
H -2.085 -1.710 -3.028 0.48
H -1.184 -0.411 -3.288 0.50
O -1.216 -1.371 -3.274 -0.96
H -5.135 0.034 1.284 0.48
H -5.174 1.500 1.232 0.47
O -4.869 0.801 1.816 -0.95
H -0.778 2.951 3.870 0.48
H -1.209 1.902 3.053 0.48
O -0.584 2.004 3.789 -0.95
H 1.497 -0.131 -3.313 0.50
H 2.221 -0.491 -4.611 0.47
O 1.769 -0.886 -3.861 -0.99
H -1.352 2.479 -1.318 0.48
H -0.089 2.946 -0.753 0.50
O -0.472 2.737 -1.623 -0.95
H -0.889 -2.789 -1.992 0.49
H -0.939 -2.114 -0.670 0.47
O -0.812 -2.991 -1.048 -0.96
H -2.213 4.333 1.056 0.46
H -2.010 2.826 1.019 0.49
O -2.672 3.509 1.257 -0.98
H -5.265 -1.934 -0.726 0.47
H -4.850 -2.365 0.613 0.48
O -4.771 -1.597 0.031 -0.94
H -1.786 -3.481 2.011 0.47
H -1.309 -3.526 0.627 0.50
O -1.828 -2.936 1.212 -0.97
H 0.224 -3.181 -4.529 0.48
H -1.237 -2.722 -4.387 0.48
O -0.679 -3.511 -4.493 -0.97
H 2.353 -2.847 -2.714 0.48
H 1.138 -3.799 -2.667 0.47
O 2.017 -3.654 -2.305 -0.96
H 0.873 1.672 -1.864 0.50
H 2.436 1.514 -1.359 0.50
O 1.757 1.286 -2.021 -1.04
```